A cluster of 2 separate species, C3H5NO2 in total, computed with wB97M-V/def2-TZVPD.

Atoms and positions in Å:
C1 0.289 -1.045 -1.565
C2 -0.377 1.040 -0.490
O1 -0.739 2.153 -0.196
C3 -0.006 0.091 0.721
O2 0.364 -1.027 0.358
N1 -0.121 0.550 1.950
H1 1.005 -0.397 -2.053
H2 0.643 -2.062 -1.416
H3 -0.709 -0.985 -1.978
H4 -0.447 1.512 2.004
H5 0.089 0.023 2.784

Cartesian forces (eV/Å) of the 6 atoms listed first:
C 0.070 -0.248 -0.296
C -0.151 0.491 0.287
O 0.176 -0.554 -0.168
C 0.019 -0.041 0.229
O -0.084 0.229 0.104
N 0.005 -0.021 -0.185

* calculated total energy: -8773.053 eV
* relative energy (zero: lowest compared OMol25 entry of this formula, charge and spin): 4.642 eV
* Kohn-Sham gap (spin up / spin down): 7.799 / 7.801 eV
* HOMO energy (spin up / spin down): -7.27 / -7.27 eV
* LUMO level (spin up / spin down): 0.5 / 0.5 eV